The following is a quantum chemistry calculation of a structure of composition C43H35Br2IN6OS2SbSn, from the OMol25 dataset.

As for the HOMO-LUMO gap: 7.21 eV. For the energy, the calculation gives -8759.87234 Eh. Its LUMO energy is -0.098 Eh. The calculation puts the energy relative to the best compared isomer or geometry (same formula, charge and spin) at 0.00 kcal/mol. Its net charge is +1. As for the molecular weight: 1243.111 g/mol. The value obtained for the largest force on an atom is 0.1 eV/Å. As for the HOMO energy: -9.88 eV.

Geometry as XYZ:
```
92
Properties=species:S:1:pos:R:3:mulliken_charge:R:1
Sn 1.41101 -1.63651 3.18214 0.522
Br -11.62441 0.69540 0.22271 -0.166
C -9.75368 0.68372 0.47675 0.126
C -8.96629 1.58650 -0.21805 -0.515
C -7.59528 1.57266 -0.01780 -0.271
C -7.02371 0.65681 0.85473 0.034
C -7.82642 -0.24088 1.55510 -0.133
C -9.19490 -0.22690 1.36604 -0.613
N -5.60801 0.72449 0.97664 -0.354
N -5.09423 -0.21885 1.59469 0.114
C -3.69366 -0.10762 1.76885 -0.208
C -2.99900 1.07430 1.68925 -0.926
C -1.60582 1.12048 1.84227 -0.782
C -0.88532 -0.03101 2.07316 0.223
O 0.44001 -0.04735 2.16833 -0.751
C -1.59908 -1.25983 2.20625 0.579
N -0.85273 -2.35975 2.47886 -0.285
C -1.44677 -3.52124 2.60889 -0.585
C -2.83785 -3.67398 2.47308 -0.752
C -3.60779 -2.57640 2.20393 -0.584
C -2.99629 -1.30973 2.06312 1.105
H -9.41925 2.29223 -0.89959 0.408
H -6.95131 2.26998 -0.53744 0.426
H -7.37472 -0.93422 2.25005 0.417
H -9.83236 -0.91225 1.90672 0.408
H -3.54971 1.98553 1.49777 0.550
H -1.08439 2.06771 1.76784 0.656
H -0.81270 -4.37258 2.83240 0.479
H -3.28015 -4.65291 2.59337 0.447
H -4.68110 -2.65527 2.10056 0.524
C 7.52855 -0.50119 1.34090 -1.024
C 6.87842 -0.52944 2.72483 -0.599
C 5.46458 -0.05235 2.69284 0.361
N 4.44043 -0.80329 2.86545 -0.492
N 3.24891 -0.13582 2.73410 0.139
C 3.38698 1.14116 2.46453 0.389
N 2.35974 1.99011 2.33200 -0.302
S 5.04897 1.61458 2.35608 -0.092
H 8.54985 -0.87481 1.39368 0.382
H 7.56609 0.51337 0.93970 0.298
H 6.97172 -1.12565 0.64116 0.262
H 7.45234 0.08297 3.42337 0.305
H 6.85580 -1.54445 3.12037 0.297
H 1.45777 1.53154 2.22805 0.316
H 2.51822 2.86806 1.86362 -0.032
Br 3.88828 4.47700 0.17682 -0.104
C 2.55238 5.71975 -0.34159 0.526
C 2.90304 7.06228 -0.34205 -0.557
C 1.97377 8.01688 -0.71858 -0.546
C 0.69564 7.63040 -1.09210 -0.671
C 0.34736 6.28999 -1.08981 -0.533
C 1.27471 5.32429 -0.71493 0.242
I 0.66501 3.32867 -0.74976 0.212
H 3.90235 7.35106 -0.04827 0.397
H 2.25243 9.06166 -0.71821 0.379
H -0.03578 8.37062 -1.38610 0.381
H -0.64885 5.98721 -1.38052 0.388
S 2.29810 -3.03113 1.15923 -0.541
Sb 1.45978 -2.23725 -0.82740 2.029
C 1.91011 -3.72872 -2.23281 0.755
C 1.59598 -5.05445 -1.94739 -0.711
C 1.89200 -6.04381 -2.87174 -0.719
C 2.50699 -5.71139 -4.07143 -0.529
C 2.83267 -4.39218 -4.34764 -0.647
C 2.53707 -3.39472 -3.42812 -0.290
C 2.44602 -0.51075 -1.48096 0.324
C 3.57527 -0.06992 -0.80040 -0.630
C 4.28682 1.01321 -1.29809 -0.309
C 3.87605 1.64285 -2.46431 -0.846
C 2.74936 1.19807 -3.14227 -0.895
C 2.02822 0.11950 -2.65178 -0.220
C -0.60169 -1.88701 -0.96920 0.470
C -1.47692 -2.96702 -1.02358 -0.683
C -2.83017 -2.74116 -1.22418 -0.763
C -3.30281 -1.44449 -1.38044 -0.591
C -2.42825 -0.36960 -1.32638 -0.737
C -1.07329 -0.58704 -1.11743 -0.104
H 1.14680 -5.32736 -0.99877 0.371
H 1.65137 -7.07529 -2.65166 0.402
H 2.74110 -6.48632 -4.78910 0.391
H 3.32350 -4.13650 -5.27720 0.414
H 2.80583 -2.36875 -3.64680 0.351
H 3.89961 -0.57718 0.10247 0.272
H 5.16828 1.36144 -0.77552 0.591
H 4.43485 2.48804 -2.84430 0.439
H 2.42766 1.69352 -4.04871 0.432
H 1.14797 -0.22382 -3.18444 0.513
H -1.11416 -3.98379 -0.92305 0.413
H -3.51403 -3.57847 -1.26685 0.444
H -4.35926 -1.27022 -1.54007 0.420
H -2.80140 0.64019 -1.43701 0.461
H -0.39226 0.25446 -1.06892 0.307
```